This record from the OMol25 dataset describes C43H110F3O15Zn as an isolated structure. The level of theory is ωB97M-V/def2-TZVPD.

Last column: Löwdin charge in e.
Cartesian coordinates (Å):
1 Zn -0.3683 -2.7855 -2.4933  0.85
2 C -0.5744 0.0222 -0.7936  -0.42
3 O 0.2105 -0.3878 0.3039  -0.09
4 O -0.4444 -0.9184 -1.7464  -0.18
5 C -1.9582 0.5671 -0.2349  -0.55
6 F -2.4688 1.4365 -1.1276  0.12
7 F -2.8467 -0.4272 -0.1006  0.13
8 F -1.8435 1.1803 0.9308  0.17
9 C 1.3443 0.4304 0.5434  -0.26
10 C 2.0544 0.1181 1.8368  -0.05
11 H 3.0900 0.4661 1.8607  0.06
12 H 1.5160 0.6453 2.6209  0.08
13 H 2.1930 -0.9596 1.9614  0.07
14 H 1.0630 1.4849 0.6412  0.10
15 H 1.9605 0.4061 -0.3619  0.11
16 H -0.1946 0.9993 -1.1451  0.14
17 C 3.5082 -3.1942 -1.0377  -0.03
18 C 2.2981 -4.0462 -1.2333  -0.44
19 C 2.2819 -5.2818 -0.3345  -0.02
20 O 1.0587 -3.3133 -1.0955  -0.09
21 H 4.4284 -3.7230 -1.3008  0.10
22 H 3.6978 -3.1088 0.0437  0.09
23 H 3.5300 -2.1966 -1.4697  0.06
24 H 2.2765 -4.4256 -2.2627  0.14
25 H 1.3775 -5.8850 -0.3947  0.08
26 H 2.3690 -4.9755 0.7125  0.07
27 H 3.1359 -5.9005 -0.6102  0.10
28 H 0.9914 -3.0101 -0.1758  0.11
29 C -2.7205 -1.2323 -5.8828  -0.04
30 C -2.4531 -0.9971 -4.4023  -0.42
31 C -3.7287 -0.4702 -3.7558  -0.03
32 O -2.1038 -2.3053 -3.8871  -0.11
33 H -3.1062 -0.3571 -6.4155  0.09
34 H -3.5403 -1.9401 -6.0309  0.09
35 H -1.8629 -1.5800 -6.4607  0.08
36 H -1.6627 -0.3399 -4.0460  0.11
37 H -4.6640 -0.8837 -4.1464  0.09
38 H -3.7956 0.6037 -3.9254  0.07
39 H -3.7443 -0.7031 -2.6878  0.08
40 H -2.9372 -2.7860 -3.8026  0.10
41 C -1.2838 2.5804 -4.0894  -0.05
42 C -0.4389 3.8456 -3.8603  -0.49
43 C 1.0505 3.6106 -3.6659  -0.04
44 O -0.7490 4.7794 -4.8711  -0.02
45 H -0.9904 1.7305 -3.4660  0.05
46 H -1.1643 2.2384 -5.1269  0.08
47 H -2.3413 2.7606 -3.8979  0.06
48 H -0.8517 4.1028 -2.8767  0.13
49 H 1.1861 2.8620 -2.8825  0.07
50 H 1.4468 4.5685 -3.3330  0.06
51 H 1.5110 3.2341 -4.5800  0.08
52 H -0.8005 4.3254 -5.7169  0.09
53 C -2.3761 1.9126 3.8532  -0.07
54 C -2.4925 2.2790 5.3208  -0.49
55 C -3.9069 2.7197 5.7407  -0.04
56 O -2.0422 1.1904 6.0927  -0.06
57 H -1.2972 1.9713 3.6903  0.08
58 H -2.9459 2.6127 3.2492  0.08
59 H -2.6608 0.8742 3.6810  0.07
60 H -1.8294 3.1411 5.4840  0.14
61 H -4.6114 1.9007 5.5811  0.08
62 H -4.1911 3.5374 5.0754  0.08
63 H -3.9710 3.0320 6.7819  0.08
64 H -1.9958 1.3314 7.0388  0.11
65 C 4.5774 -5.9017 4.4016  -0.04
66 C 3.9073 -5.0704 3.3161  -0.50
67 C 2.9423 -3.9866 3.8659  -0.06
68 O 4.8712 -4.4197 2.5225  -0.06
69 H 3.8941 -6.3731 5.1038  0.08
70 H 5.2664 -5.1999 4.8796  0.08
71 H 5.1809 -6.6751 3.9261  0.08
72 H 3.2688 -5.7034 2.6929  0.12
73 H 2.0112 -4.3281 4.3317  0.07
74 H 2.6329 -3.2296 3.1415  0.06
75 H 3.4158 -3.4434 4.6930  0.08
76 H 5.3696 -3.8167 3.0913  0.06
77 C 5.4107 0.1467 3.8516  -0.05
78 C 6.0608 -1.1262 3.3330  -0.49
79 C 7.4182 -0.9705 2.6914  -0.05
80 O 6.1516 -2.0859 4.4030  -0.07
81 H 5.1343 0.7784 3.0031  0.06
82 H 5.9169 0.7237 4.6223  0.09
83 H 4.4390 -0.2064 4.2125  0.08
84 H 5.3791 -1.5704 2.6011  0.12
85 H 7.7700 -1.9708 2.4367  0.08
86 H 8.1557 -0.5272 3.3657  0.09
87 H 7.4084 -0.3145 1.8195  0.06
88 H 6.3922 -1.5942 5.1956  0.09
89 C -5.5135 1.3753 1.5085  -0.05
90 C -6.4995 2.5205 1.4738  -0.48
91 C -7.5793 2.4364 0.3774  -0.05
92 O -7.1739 2.5712 2.7393  -0.06
93 H -6.0878 0.4425 1.4992  0.09
94 H -4.7759 1.4770 2.2974  0.06
95 H -4.9618 1.2448 0.5694  0.06
96 H -6.0580 3.5045 1.3070  0.13
97 H -8.1341 1.4961 0.3621  0.08
98 H -7.1679 2.5921 -0.6228  0.06
99 H -8.2496 3.2685 0.5885  0.08
100 H -7.5597 1.6947 2.8554  0.09
101 C 0.9006 6.4825 -0.9015  -0.05
102 C 1.3763 5.7909 0.3864  -0.46
103 C 0.5573 4.5054 0.6438  -0.05
104 O 2.7464 5.4604 0.2294  -0.05
105 H 0.9749 5.8867 -1.8101  0.05
106 H 1.3582 7.4556 -1.0839  0.08
107 H -0.1370 6.7602 -0.6716  0.08
108 H 1.2099 6.4476 1.2393  0.14
109 H -0.4828 4.5186 0.3081  0.07
110 H 0.5877 4.2430 1.7012  0.08
111 H 0.9530 3.6642 0.0629  0.05
112 H 2.7862 4.8287 -0.4967  0.08
113 C 2.7450 -2.0555 -5.5005  -0.02
114 C 1.9170 -1.4881 -4.3231  -0.40
115 C 1.3436 -0.1261 -4.6157  -0.04
116 O 0.8079 -2.4111 -4.1279  -0.09
117 H 2.4761 -3.0878 -5.7481  0.08
118 H 3.8120 -2.0807 -5.2879  0.08
119 H 2.5549 -1.5024 -6.4231  0.09
120 H 2.6170 -1.5044 -3.4872  0.12
121 H 0.7402 0.1844 -3.7611  0.06
122 H 0.6646 -0.1988 -5.4699  0.09
123 H 2.1405 0.5746 -4.8621  0.09
124 H 0.6761 -2.8329 -4.9843  0.11
125 C 5.1413 0.3934 -3.1190  -0.03
126 C 4.9705 0.6022 -1.6174  -0.50
127 C 6.2769 0.7617 -0.8267  -0.04
128 O 4.1041 1.7089 -1.4009  -0.06
129 H 5.4737 1.3430 -3.5411  0.09
130 H 4.1322 0.2604 -3.5221  0.05
131 H 5.7511 -0.4643 -3.3866  0.09
132 H 4.4387 -0.2572 -1.1702  0.11
133 H 6.0487 0.9347 0.2286  0.06
134 H 6.8404 1.6090 -1.2223  0.09
135 H 6.9284 -0.1114 -0.8777  0.08
136 H 4.2263 1.8703 -0.4561  0.08
137 C -4.0563 4.5725 -1.3309  -0.05
138 C -4.5591 4.5397 -2.7724  -0.45
139 C -5.3837 3.2811 -3.0957  -0.05
140 O -5.4502 5.6752 -2.8278  -0.06
141 H -3.7537 5.5361 -0.9286  0.08
142 H -3.1886 3.9004 -1.3023  0.06
143 H -4.8010 4.1761 -0.6376  0.06
144 H -3.7300 4.6566 -3.4750  0.12
145 H -5.1547 2.9063 -4.0962  0.07
146 H -6.4551 3.3874 -2.9438  0.08
147 H -5.1143 2.4496 -2.4302  0.06
148 H -5.2354 6.1690 -3.6264  0.09
149 C -1.4956 -4.5681 0.6702  -0.01
150 C -2.5831 -4.2932 -0.3542  -0.40
151 C -3.8749 -3.7204 0.2155  -0.03
152 O -2.1116 -3.2793 -1.2998  -0.10
153 H -0.8559 -3.6864 0.6855  0.08
154 H -0.8633 -5.3942 0.3384  0.07
155 H -1.8541 -4.8419 1.6568  0.08
156 H -2.8820 -5.1515 -0.9632  0.14
157 H -4.6876 -3.7537 -0.5115  0.09
158 H -3.7256 -2.7415 0.6709  0.08
159 H -4.2143 -4.3469 1.0470  0.09
160 H -2.8682 -2.9962 -1.8204  0.07
161 C -1.4946 -3.4324 4.7798  -0.06
162 C -0.6766 -2.1380 4.9753  -0.45
163 C -0.9047 -1.2243 3.7886  -0.06
164 O -1.1865 -1.5255 6.1542  -0.06
165 H -1.2180 -4.2696 5.4243  0.07
166 H -1.3615 -3.8646 3.7798  0.05
167 H -2.5652 -3.2579 4.8855  0.08
168 H 0.3810 -2.3657 5.1070  0.12
169 H -0.1674 -1.3017 2.9829  0.06
170 H -0.6882 -0.1984 4.1056  0.07
171 H -1.8932 -1.3528 3.3490  0.08
172 H -1.8195 -0.8367 5.9218  0.05

## Properties
Largest force on an atom, eV/Å: 2.68
LUMO, Ha: -0.1139
Orbital gap, eV: 8.10
Net charge: +1
Relative energy (zero: lowest compared OMol25 entry of this formula, charge and spin), kJ/mol: 242.38